# 1
Molecular formula: C54H62AlAsN6OPSi
Method: DFT, wB97M-V/def2-TZVPD

Last column: Mulliken charge in e.
Atoms and positions in Å:
H -2.39926 -2.05812 4.68730  0.40
C -0.74396 2.96758 2.44090  -0.95
C 3.88294 1.56738 -0.52330  -1.44
C 3.78314 0.11678 1.83120  -0.11
C -0.24246 -7.54652 2.41350  -1.74
H 1.19954 -3.30032 3.45070  0.48
H 3.23304 -4.14602 0.42350  0.54
C 3.49514 -1.22752 -2.43880  -1.16
H 1.93264 -5.43542 -4.32760  0.50
C -2.30986 5.84208 -0.28880  -0.64
O 1.44824 -1.93932 -0.73020  -0.33
C 1.38004 -5.05002 -3.49820  -1.81
H -1.66286 1.72758 -1.08030  0.26
H 1.92044 -3.30012 1.26700  -0.50
H -3.03696 -0.98762 3.46380  0.32
H 5.66524 -2.04112 -1.67070  0.39
H 2.02174 3.12918 -2.54110  0.66
N -2.31266 -0.94832 -2.60160  0.34
H -3.20506 -4.14102 1.26560  0.97
H -0.11096 6.71798 -3.32100  0.35
H 0.81624 -6.71532 0.07790  0.52
H 3.59264 -2.72932 1.40050  0.54
P 1.11124 1.48838 -0.94570  0.74
C 5.00714 0.51058 1.31710  -1.30
C -4.32976 -3.65162 -1.07610  -0.75
N 3.65034 -1.98492 -1.21850  0.85
H 0.87894 -6.81352 -2.24190  0.59
C 2.61724 -2.30472 -0.45680  0.68
C 2.61434 0.44428 1.17020  0.59
As 1.83844 6.11918 -1.16280  0.30
C 1.39404 3.20808 -1.64800  -1.53
H -0.96176 -7.80092 3.18320  0.41
H 0.03564 -8.45252 1.88020  0.37
C -0.93256 5.85698 -0.16570  0.30
C -0.08536 2.04018 0.32510  1.94
Al -0.37256 -2.17522 -0.79770  -0.76
H 1.37924 4.10798 0.29120  -0.49
H 4.24544 -0.44012 -2.47910  0.59
H 0.65324 -7.15702 2.89570  0.31
C -2.34506 -4.72462 0.97970  -0.34
C -3.37716 -1.67042 -2.03480  0.63
C 5.05254 1.22608 0.13160  -0.91
C 0.15164 -3.44972 3.21060  -0.95
H 2.16934 8.28458 4.24050  0.39
H 3.00314 6.00138 3.80560  0.41
H -4.19656 -4.64322 -0.67010  0.67
C -5.79516 -1.97902 -1.99730  0.22
H -0.48016 3.32368 3.42610  0.54
H -3.97916 6.11058 -1.60520  0.43
C -0.50956 -5.14352 -0.48230  -0.01
C 2.60144 6.59798 2.99820  -0.81
H -2.57286 6.68308 -3.54870  0.43
H -3.05986 -2.72262 3.20830  0.30
H -0.47756 5.63438 0.79260  0.29
C -0.30736 -0.38402 -3.15070  -0.19
H -6.43336 -3.86612 -1.18920  0.42
H 5.30894 -1.96252 0.05600  0.36
H 3.93994 2.10988 -1.45750  0.59
N 0.21314 -4.88422 -1.65120  0.39
H 0.06034 -0.64892 4.91350  0.51
C -2.90306 6.13088 -1.50710  -0.57
H 3.73814 -0.44202 2.75510  0.50
C -4.67446 -1.23942 -2.32010  -0.80
H 1.66774 0.09838 1.55180  -0.69
H -0.89166 0.98408 -4.78230  0.57
C -1.15076 0.30238 -4.00210  -2.02
C -2.11276 6.44758 -2.59900  -0.61
H 1.31354 9.65198 2.37280  0.40
C 2.55364 6.07288 1.71880  0.25
H 1.26884 2.47018 1.94050  0.27
H 3.61374 -1.89082 -3.29870  0.42
H 0.76154 -0.39692 -3.12870  0.70
C -1.91756 -5.75422 1.79080  -1.36
C 1.02244 -3.72972 -3.25970  -0.16
C -2.06486 3.00228 2.02790  -0.90
C -0.12706 6.16348 -1.25460  -0.15
H 6.00674 1.52468 -0.27840  0.48
H -7.36216 -1.80642 -3.42310  0.31
C 0.24404 2.49108 1.59680  -0.13
H -2.82556 3.38208 2.69500  0.54
H 5.07314 -3.48102 -0.83510  0.33
H -2.46136 -5.96642 2.69760  0.36
H 2.50904 -0.77292 -2.45380  -0.03
H 2.99754 3.97028 -0.42320  0.78
C 2.01764 6.80698 0.66810  0.00
H -0.24056 -0.36202 0.91900  -1.55
H -4.83396 -0.30292 -2.82780  0.35
H -7.21916 -0.41722 -2.35450  0.39
H 1.22224 -2.85232 -3.84200  0.66
H -3.35246 0.19998 -4.06690  0.46
C 2.64564 1.20928 0.00780  1.29
C 0.20424 -0.47762 3.84990  -0.88
C 4.99744 -2.39622 -0.89310  -1.15
H 5.92394 0.24968 1.82470  0.42
C -2.47766 -1.90402 3.61510  -1.27
C 1.94844 4.19368 -0.63740  -0.14
N 0.31514 -3.65212 -2.13500  0.46
N -1.02046 -1.12752 -2.30100  1.33
H -1.83916 -0.97672 0.80740  0.21
C -0.73426 6.46448 -2.46960  -0.39
C -0.08666 -6.18062 0.33840  -0.55
C -2.42126 -0.08582 -3.62700  -0.01
H 0.08664 -4.16002 2.39420  -0.17
H 2.94394 5.07708 1.55390  0.39
C -7.15676 -1.50092 -2.39690  -1.71
C 2.13934 7.87858 3.24090  -0.44
C -1.65246 -4.37352 -0.18410  -0.04
C -0.78116 -6.50272 1.49010  0.48
N -1.92606 -3.27732 -0.98120  0.68
H -0.14156 0.52688 3.62370  0.10
C -2.39686 2.55888 0.75710  -1.02
H -3.42186 2.59148 0.42020  0.49
C -0.80376 -1.30192 0.97160  0.53
Si -0.74346 -1.79702 2.83020  0.52
H 1.19974 8.70428 0.10160  0.37
C 1.59114 8.10768 0.91930  -0.39
H 0.39884 3.52778 -1.98280  0.70
C 2.85884 -3.17252 0.73470  -1.33
H -7.93506 -1.91322 -1.76250  0.42
H 1.27364 -0.51482 3.66700  0.15
H -2.92406 5.60588 0.56840  0.48
C -5.59326 -3.22302 -1.40190  -1.15
C 1.65004 8.64138 2.19330  -0.62
C -1.41416 2.07988 -0.08620  -1.02
C 0.84634 -5.76342 -2.44340  0.03
C -3.18306 -2.87052 -1.30910  1.14
H -0.29956 -3.92002 4.07850  0.48

Summary:
Total charge ... +1
Frontier orbital gap ... 7.45 eV
Multiplicity ... 1

# 2
Molecular formula: C5H8O2
Method: DFT, wB97M-V/def2-TZVPD

Last column: natural (NBO) charge in e.
Atoms and positions in Å:
H 2.81275 0.53554 1.22769  0.12
C -1.91729 -0.42403 0.53315  -0.42
H 0.83822 0.17404 -1.86562  0.48
O 2.02755 1.03866 -0.54573  -0.53
H -1.53798 2.00546 0.31273  0.23
H 1.00536 -1.43899 0.26160  0.28
C -0.48428 -0.00371 0.64270  0.05
O 0.13994 -0.40794 -2.20686  -0.96
C 1.98817 0.42619 0.49735  0.47
H -2.45845 -0.73770 1.43042  0.18
H -0.65788 0.11148 -2.05233  0.46
C 0.87881 -0.53431 0.87120  -0.57
H -2.25757 -0.92862 -0.37705  0.18
H 0.98218 -0.83217 1.92075  0.24
C -1.32858 0.95710 0.45542  -0.21

Summary:
Total charge ... 0
Frontier orbital gap ... 10.10 eV
Structure (SMILES) ... O=CCC1=CC1.O
Multiplicity ... 1

# 3
Molecular formula: C8H14N
Method: DFT, wB97M-V/def2-TZVPD

Last column: natural (NBO) charge in e.
Atoms and positions in Å:
H 2.11681 -1.92274 0.69357  0.45
C 1.03957 0.40939 -0.21069  -0.22
N 1.56903 -1.42814 1.40051  -0.67
H 0.60966 1.63154 -1.83341  0.27
H 0.97903 -2.05432 1.94309  0.45
H 1.16553 -1.51140 -1.33903  0.23
H -0.81015 -0.75648 -2.58626  0.24
H 2.23011 0.47184 -0.25504  0.23
H -2.98750 2.61645 -0.55748  0.23
C -0.72582 -0.43535 1.56591  -0.64
C 0.45866 -0.82448 -0.83225  -0.22
H -0.78080 -1.22623 2.27441  0.21
H 1.11910 2.48231 -0.20610  0.26
C -1.99496 2.49517 -0.52108  -0.17
H -1.61357 -1.58156 -1.21314  0.23
C -0.93719 -0.75999 -1.49709  -0.64
C 0.53845 -0.61563 0.68787  0.10
H 2.15444 -0.81444 2.02165  0.45
C -0.88278 2.00240 -0.58507  -0.05
H -1.37077 0.18325 -1.19392  0.25
H -1.65221 -0.63005 0.98270  0.26
C 0.53220 1.70562 -0.67358  -0.50
H -0.75685 0.56282 1.93443  0.25

Summary:
Total charge ... +1
Frontier orbital gap ... 9.45 eV
Structure (SMILES) ... C#CC[C@@H]1[C@H](C)[C@@]1(C)[NH3+]
Multiplicity ... 1

For each record above, in turn, the calculated energy relative to the best compared isomer or geometry (same formula, charge and spin) values are 0.5547; 3.0760; 2.2743 eV.
For each record above, in turn, the calculated LUMO values are -1.8; 0.6; -3.5 eV.
For each record above, in turn, the calculated highest occupied orbital energy values are -9.216; -9.461; -12.956 eV.